No. 1
{"formula": "C4H5HgO4", "method": "ωB97M-V/def2-TZVPD", "homo_ha": [-0.3145, -0.3086], "multiplicity": 2, "lumo_energy_ev": [-0.76, -3.45], "s2": 0.7602, "gap_ev": [7.80, 4.95], "species": ["O", "C", "O", "O", "Hg", "C", "C", "O", "C", "H", "H", "H", "H", "H"], "xyz": [[2.11931, 1.38073, 1.23371], [2.90252, 1.49745, 0.18028], [4.12581, 1.32074, 0.21616], [2.22260, 1.64858, -0.94454], [0.60602, 1.73938, 0.09535], [-0.74775, -1.99840, -0.71510], [-1.47031, -1.61551, 0.33698], [-1.43553, -0.36783, 0.91410], [-1.53099, 0.76238, 0.20337], [-0.67581, -3.06491, -0.92431], [-0.25749, -1.30273, -1.39798], [-2.16019, -2.26702, 0.87490], [-1.93584, 1.59399, 0.79181], [-1.76234, 0.67313, -0.86473]], "forces_ev_per_angstrom": [[2.6528, -0.2521, 3.2113], [5.0513, -1.8531, -0.1269], [-1.9107, 0.7024, 0.0170], [2.8968, 0.6252, -2.6943], [-8.7057, 0.3802, -0.5199], [-0.4845, 0.2057, 0.2101], [0.4558, -0.9197, -0.7073], [-0.7685, 0.9448, -0.0120], [0.2029, 0.2473, -0.0311], [-0.3569, 0.3605, -0.2288], [0.3305, -0.1912, 0.5219], [0.6148, 0.0882, 0.1672], [0.0469, -0.3075, -0.2092], [-0.0255, -0.0307, 0.4020]], "mulliken_charge": [-0.68, 0.86, -0.61, -0.67, 0.93, -0.58, 0.03, -0.25, -0.66, 0.25, 0.25, 0.35, 0.33, 0.45]}



No. 2
{"formula": "C4H5HgO6", "method": "ωB97M-V/def2-TZVPD", "homo_ha": [-0.3001, -0.3657], "multiplicity": 2, "lumo_energy_ev": [0.37, -1.48], "s2": 0.7525, "gap_ev": [8.53, 8.47], "species": ["O", "C", "O", "O", "Hg", "C", "C", "H", "H", "H", "O", "C", "O", "O", "H", "H"], "xyz": [[-0.70486, -2.30759, -1.82400], [-0.39903, -2.15582, -0.61133], [-0.61582, -3.05640, 0.24127], [0.29756, -1.08751, -0.24336], [-1.38678, -4.12874, -1.28785], [0.14952, 0.15878, -0.88972], [-0.18063, 1.58049, -0.62601], [0.82922, 0.11721, -1.75101], [-1.03234, 0.25555, -1.25525], [0.66237, 2.21133, -0.93557], [-0.34535, 1.80403, 0.98400], [0.68315, 1.39397, 1.65454], [1.60107, 0.76146, 1.11785], [0.37697, 1.16786, 2.92512], [1.17637, 1.23545, 3.46284], [-1.11142, 2.04992, -0.96151]], "forces_ev_per_angstrom": [[0.8869, 3.4793, -0.9922], [1.2722, 1.6073, 0.0343], [1.5308, 2.4684, 2.6464], [-0.0113, 1.2219, 2.6794], [-3.6859, -7.3593, -2.4662], [-4.7649, -1.4260, -4.9053], [2.2638, 2.8853, 5.7883], [-0.3446, 0.2908, 0.1759], [2.5610, -2.7327, -0.7567], [-0.1738, 0.0335, 0.2048], [-0.8549, 1.5669, -2.7727], [1.0708, -5.0727, -1.8835], [0.3343, 2.3871, 0.7692], [-0.2491, 1.6995, 1.4258], [0.0358, -0.3899, -0.1167], [0.1289, -0.6595, 0.1692]], "mulliken_charge": [-0.63, 0.70, -0.65, -0.13, 0.51, -0.11, -0.45, 0.32, 0.15, 0.28, -0.41, 0.78, -0.58, -0.43, 0.36, 0.29]}



No. 3
{"formula": "C4H5HoLiO2", "method": "ωB97M-V/def2-TZVPD", "homo_ha": [-0.4683, -0.5684], "multiplicity": 6, "lumo_energy_ev": [-9.18, -9.15], "s2": 8.7741, "charge": 2, "gap_ev": [3.57, 6.32], "species": ["H", "C", "C", "C", "C", "O", "Ho", "H", "H", "H", "H", "O", "Li"], "xyz": [[1.10060, 1.13222, -2.60327], [-0.97084, 1.23599, 0.03366], [-0.77211, 0.00733, -0.62823], [0.14941, -0.98822, -0.25504], [1.18925, -0.84960, 0.66513], [1.46550, -1.74729, 1.53089], [3.03234, -2.38645, 3.36101], [-0.26300, 1.53115, 0.82823], [-1.51258, -0.25224, -1.39022], [0.10127, -1.94627, -0.77957], [1.80094, 0.06672, 0.66578], [-1.91724, 2.02830, -0.21730], [-3.40353, 2.16836, -1.21107]], "forces_ev_per_angstrom": [[0.0704, 0.0292, -0.0734], [-0.0872, 0.2829, 0.1208], [0.2717, -0.7398, -0.0184], [-0.5128, 0.4947, -0.8901], [0.0026, 1.2236, -0.0969], [2.1656, -1.4894, 2.0350], [-1.5047, 0.5162, -1.7764], [-0.2087, -0.0841, -0.1456], [0.3212, 0.0669, 0.1267], [-0.4497, -0.0246, 0.5708], [-0.4368, 0.0175, 0.1859], [0.1986, -0.4582, -0.2088], [0.1699, 0.1652, 0.1705]], "mulliken_charge": [0.02, 0.27, -0.50, -0.23, -0.12, -0.70, 1.77, 0.32, 0.21, 0.36, 0.42, -0.73, 0.92]}



No. 4
{"formula": "C4H5I3N4", "method": "ωB97M-V/def2-TZVPD", "homo_ha": -0.2833, "lumo_energy_ev": -1.64, "gap_ev": 6.06, "species": ["C", "C", "C", "C", "N", "N", "N", "N", "I", "I", "I", "H", "H", "H", "H", "H"], "xyz": [[-0.39712, 2.12727, 1.97392], [-0.62299, 1.98552, 0.67870], [0.60753, -2.42488, -1.01937], [0.30730, 1.33650, -0.29482], [1.13199, -2.05969, 0.28594], [0.43582, -1.11135, 0.82621], [-0.65252, -1.53712, -0.99928], [-0.58283, -0.78519, 0.13508], [-2.62187, 2.27195, -0.01299], [2.32746, 1.12832, 0.27837], [-0.12403, 1.56871, -2.27725], [-0.94147, 2.52847, 2.70263], [0.50359, 1.81604, 2.40830], [1.36842, -2.31579, -1.77569], [0.20179, -3.50519, -1.07535], [-0.94107, -1.02356, -1.83441]], "forces_ev_per_angstrom": [[1.9011, -1.0602, -2.2570], [-0.3044, -0.6140, -0.6918], [-2.8934, -0.2334, 1.2329], [-0.6140, -0.6139, 1.6477], [0.2669, 0.5390, 0.8453], [2.6164, -2.9564, 0.3865], [1.4918, -1.0082, -0.5164], [-2.3726, 2.4587, -2.4476], [0.2788, 0.1952, 0.4967], [-0.4133, 0.4155, -0.5540], [0.5980, -0.1520, -0.5818], [-3.1411, 1.6138, 2.2050], [1.6550, -0.4880, 0.0125], [0.1422, 0.4508, -0.4301], [0.8373, 1.5083, 0.3283], [-0.0488, -0.0552, 0.3239]], "mulliken_charge": [-1.02, 0.37, -0.19, -0.44, -0.31, -0.15, -0.25, 0.18, 0.10, 0.23, 0.24, 0.37, 0.19, 0.22, 0.24, 0.22]}



No. 5
{"formula": "C4H5IN2", "method": "ωB97M-V/def2-TZVPD", "homo_ha": -0.3721, "lumo_energy_ev": -0.72, "smiles": "[H]/N=C/[C@](C)(I)C#N", "gap_ev": 9.41, "species": ["H", "N", "C", "C", "C", "I", "C", "N", "H", "H", "H", "H"], "xyz": [[1.25526, 1.79016, 1.99956], [0.95153, 1.23837, 1.14552], [0.17415, 0.27989, 1.18595], [-0.42074, -0.25287, -0.06060], [0.36921, 0.11179, -1.35087], [-2.43731, 0.64686, -0.06892], [-0.62879, -1.64026, 0.03960], [-0.70650, -2.76143, 0.26545], [-0.55664, -0.05673, 1.97760], [0.64045, 1.21206, -1.45886], [1.38318, -0.47891, -1.25962], [-0.02381, -0.08893, -2.41480]], "forces_ev_per_angstrom": [[-0.9204, -1.5102, -1.0037], [2.1545, 1.8059, 0.7506], [-2.7652, 0.3450, 1.5677], [0.1727, 1.5614, -3.1119], [2.0894, 0.2143, -1.4698], [0.2960, -0.0902, -0.1424], [-0.1010, -1.5971, 0.4117], [-0.1137, -0.3392, -0.1501], [1.5220, 0.2064, 0.4233], [-0.3902, -1.3732, 0.8960], [-1.8202, 1.1905, -0.2497], [-0.1238, -0.4136, 2.0782]], "mulliken_charge": [0.26, -0.46, -0.22, 0.11, -1.15, 0.19, 0.39, -0.44, 0.33, 0.36, 0.29, 0.34]}



No. 6
{"formula": "C4H5IN2", "method": "ωB97M-V/def2-TZVPD", "homo_ha": [-0.2339, -0.3093], "multiplicity": 3, "lumo_energy_ev": [0.51, -2.33], "s2": 2.0263, "gap_ev": [6.88, 6.09], "species": ["C", "C", "C", "C", "N", "N", "I", "H", "H", "H", "H", "H"], "xyz": [[-0.82064, 0.70138, -0.70682], [-0.82059, -1.44510, 0.79395], [-0.37420, -0.33973, 1.70758], [-0.69649, -0.12501, 0.23093], [-0.91321, 1.45951, -1.67702], [2.36104, 0.89523, -2.18470], [0.89644, 1.84998, -2.84248], [-0.18914, -2.28195, 0.48351], [-1.90586, -1.78519, 1.19873], [-1.02245, -0.11099, 2.46705], [0.71946, -0.12234, 1.90046], [2.76563, 1.30420, -1.37118]], "forces_ev_per_angstrom": [[-1.1481, 4.4628, -5.7435], [-2.1433, -1.9358, 1.3864], [3.3631, 0.2607, -2.5804], [-0.1318, -2.2732, 4.4675], [-3.5200, -2.5979, 5.1891], [2.5518, -2.3025, -0.2784], [1.5887, 2.3953, -3.4566], [-0.1232, 0.3520, 0.0751], [2.3955, 0.6407, -1.5713], [-1.5309, 0.9506, 1.5509], [-1.3487, -0.6286, -0.0266], [0.0468, 0.6758, 0.9878]], "mulliken_charge": [0.86, -0.45, -0.58, -0.15, -0.59, -0.52, 0.29, 0.25, 0.19, 0.26, 0.19, 0.24]}



No. 7
{"formula": "C4H5IN2", "method": "ωB97M-V/def2-TZVPD", "homo_ha": [-0.2268, -0.3722], "multiplicity": 3, "lumo_energy_ev": [0.59, -3.94], "s2": 2.0065, "gap_ev": [6.76, 6.19], "species": ["C", "C", "C", "C", "N", "N", "I", "H", "H", "H", "H", "H"], "xyz": [[-0.44098, 2.46348, 0.39485], [-0.69240, 0.14489, 1.08735], [0.27386, 0.80157, -1.11171], [0.19107, 1.17124, 0.33389], [-0.99974, 3.43383, 0.23581], [-0.36424, -1.02155, 1.10650], [1.99439, 1.48458, 1.49998], [-1.48811, 0.63448, 1.56915], [-0.71190, 0.67359, -1.42732], [0.75714, 1.56687, -1.70778], [0.82605, -0.06833, -1.11577], [-0.96219, -1.65324, 1.62914]], "forces_ev_per_angstrom": [[0.8058, -2.3384, -0.0476], [1.1902, 4.5390, -1.0414], [1.1723, 1.5132, 0.4829], [-5.2760, -0.6162, -0.8254], [-1.1955, 2.7602, 0.0305], [1.2659, -4.1377, -0.0570], [3.9763, 0.4366, 2.2410], [-1.4803, 0.2401, 0.9883], [-1.4838, -0.4738, -1.0115], [0.1409, 0.1060, -0.1018], [1.0573, -2.1802, -0.7035], [-0.1732, 0.1512, 0.0454]], "mulliken_charge": [-0.02, -0.28, -1.58, 0.58, -0.43, -0.51, 0.27, 0.48, 0.41, 0.40, 0.44, 0.26]}



No. 8
{"formula": "C4H5IN4", "method": "ωB97M-V/def2-TZVPD", "homo_ha": -0.3452, "lumo_energy_ev": -0.57, "smiles": "IN1CCn2cnnc21", "gap_ev": 8.82, "species": ["I", "N", "C", "C", "N", "C", "N", "N", "C", "H", "H", "H", "H", "H"], "xyz": [[-2.95108, 0.91226, -0.27012], [-1.34719, 0.62158, 1.04049], [-0.24078, 1.48229, 0.78907], [0.68287, 0.84394, -0.33506], [0.40239, -0.56715, -0.30475], [0.91336, -1.71173, -0.81542], [0.22423, -2.72131, -0.26519], [-0.69312, -2.27500, 0.57533], [-0.59423, -0.97657, 0.54523], [0.25002, 1.47814, 1.67757], [-0.68267, 2.38613, 0.57211], [0.53319, 1.04440, -1.39614], [1.81610, 1.11034, -0.27112], [1.68692, -1.62731, -1.54198]], "forces_ev_per_angstrom": [[0.3974, -0.1334, 0.1284], [-0.2026, -5.2600, -0.4898], [0.2103, -2.5502, -3.2412], [1.9637, 0.9155, -1.2159], [-0.7715, -0.2524, 2.0877], [-1.5870, 0.2712, 1.4329], [2.3601, -0.8386, -2.0734], [-1.5252, 1.5088, 1.0466], [-0.3631, 3.9387, -0.0434], [1.9452, 0.3413, 2.5506], [-0.1687, 2.4193, -0.7001], [-0.7917, 1.2020, 0.1184], [-1.8841, -0.7240, 0.6879], [0.4172, -0.8383, -0.2886]], "mulliken_charge": [0.14, -0.61, -0.49, -0.55, 0.16, -0.03, -0.43, -0.45, 0.39, 0.35, 0.42, 0.37, 0.31, 0.41]}



No. 9
{"formula": "C4H5IrO6", "method": "ωB97M-V/def2-TZVPD", "homo_ha": [-0.5192, -0.5717], "multiplicity": 6, "lumo_energy_ev": [-4.31, -9.03], "s2": 8.7589, "charge": 1, "gap_ev": [9.82, 6.53], "species": ["H", "O", "C", "O", "O", "C", "O", "C", "C", "O", "O", "Ir", "H", "H", "H", "H"], "xyz": [[0.74764, -0.30416, 0.70941], [-0.52468, -2.45465, 1.04157], [-0.84015, -1.97260, -0.08805], [-1.88343, -2.10493, -0.69775], [0.11757, -1.06214, -0.51773], [-0.20860, -0.02269, -1.43933], [0.00914, 1.76888, 0.24742], [0.33109, 1.39946, 1.51007], [0.52210, 1.22360, -0.98278], [0.83432, 0.16319, 1.61440], [0.04440, 2.07463, 2.45654], [0.02719, -1.60015, 2.65907], [-1.29278, 0.13947, -1.46591], [0.14041, -0.29428, -2.44471], [1.59913, 1.03057, -0.87836], [0.37665, 2.01582, -1.72386]], "forces_ev_per_angstrom": [[0.3722, 0.2351, 0.0708], [0.7078, -1.6944, 1.9790], [-3.3250, 2.5691, -5.3122], [2.0704, -0.3508, 1.4623], [0.5604, -0.9726, 1.2287], [-0.5145, 0.6912, -0.8725], [0.0321, 0.0614, 0.6388], [-2.2281, 3.1248, 0.0677], [0.4454, -0.1637, 0.0041], [1.0721, -1.8597, -0.9481], [0.7470, -1.1545, -0.9691], [0.0525, -0.2013, 2.1995], [0.2281, -0.1523, 0.0533], [-0.1111, -0.0340, 0.3030], [-0.1680, 0.0773, -0.0998], [0.0588, -0.1755, 0.1947]], "mulliken_charge": [0.61, -0.48, 0.72, -0.42, -0.46, -0.22, -0.32, 0.74, -0.69, -0.63, -0.44, 1.13, 0.36, 0.32, 0.41, 0.38]}



No. 10
{"formula": "C4H5KMgO", "method": "ωB97M-V/def2-TZVPD", "homo_ha": -0.5816, "lumo_energy_ev": -8.78, "charge": 2, "gap_ev": 7.04, "species": ["C", "C", "H", "C", "C", "O", "Mg", "H", "H", "H", "H", "K"], "xyz": [[0.06024, 0.55110, -2.34638], [0.08573, 1.75782, -2.56478], [0.13126, 2.80519, -2.81706], [0.14565, 0.75761, 0.85637], [-0.15309, -0.62791, 1.24185], [-0.17677, -1.59478, 0.42994], [-0.01057, -1.35409, -1.59325], [0.31437, 1.36086, 1.76319], [1.13847, 0.74993, 0.37652], [-0.96837, 0.97792, 0.62315], [-0.01592, -0.87808, 2.30651], [-0.55100, -4.50557, 1.72394]], "forces_ev_per_angstrom": [[-0.0308, 0.4545, 0.0978], [0.0441, -1.3665, 0.0131], [-0.0512, -0.3424, 0.1115], [-1.7165, -0.5745, 2.3217], [3.0215, -0.8973, 0.2071], [-0.6230, 0.4133, 0.2397], [-0.0057, 1.6087, -0.4065], [-0.1993, -0.3815, -0.0670], [-1.1428, 0.5977, -1.3838], [1.8542, 0.9510, -1.3628], [-1.0957, -0.2043, -0.0148], [-0.0548, -0.2586, 0.2439]], "mulliken_charge": [-0.51, -0.27, 0.42, -1.06, 0.40, -0.35, 0.93, 0.36, 0.40, 0.35, 0.33, 1.00]}



No. 11
{"formula": "C4H5LaO2", "method": "ωB97M-V/def2-TZVPD", "homo_ha": [-0.3545, -0.3542], "multiplicity": 2, "lumo_energy_ev": [-4.58, -5.26], "s2": 1.5683, "charge": 1, "gap_ev": [5.06, 4.37], "species": ["O", "C", "C", "C", "C", "O", "La", "H", "H", "H", "H", "H"], "xyz": [[-1.98784, 1.83744, -0.40805], [-1.85103, 0.58583, -0.88603], [-0.61429, -0.12273, -0.78882], [0.35311, 0.02781, 0.20460], [1.54525, -0.69769, 0.14570], [2.43297, -0.75902, 1.05044], [3.43008, -0.46522, 3.51778], [-2.37999, 0.31802, -1.82899], [-2.41462, 0.70987, 0.30788], [-0.39011, -0.79811, -1.62280], [0.14360, 0.65438, 1.07582], [1.73286, -1.29059, -0.76752]], "forces_ev_per_angstrom": [[-0.1513, -0.0918, 0.7390], [-0.7995, 0.2136, -0.2988], [2.5809, -0.3828, 1.1546], [-2.3710, 0.6808, -0.5792], [2.1774, -1.0809, 0.7772], [-1.0104, 0.4305, -0.1711], [-0.4303, -0.1244, -1.1316], [-0.3680, 0.2715, 0.9268], [0.4136, 0.0094, -1.7308], [-0.1598, 0.0186, 0.3815], [0.1560, -0.0887, -0.2935], [-0.0376, 0.1442, 0.2258]], "mulliken_charge": [-0.39, -0.47, 0.00, -0.06, -0.02, -0.48, 0.75, 0.36, 0.39, 0.30, 0.29, 0.33]}



No. 12
{"formula": "C4H5LaO2", "method": "ωB97M-V/def2-TZVPD", "homo_ha": [-0.5415, -0.5416], "lumo_energy_ev": [-10.03, -10.03], "charge": 2, "gap_ev": [4.71, 4.71], "species": ["H", "O", "C", "C", "C", "C", "O", "La", "H", "H", "H", "H"], "xyz": [[0.48428, 0.76888, -1.38809], [-2.41050, -0.16356, 0.88025], [-1.21487, 0.32672, 0.43644], [-0.62097, -0.21372, -0.70434], [0.46768, -0.64052, 0.25833], [1.66709, 0.09264, 0.14600], [1.72095, 0.88799, -0.93207], [4.45838, -0.19698, 0.27018], [-3.05138, 0.54856, 0.96331], [-0.91430, 1.30742, 0.81741], [-1.16162, -1.01256, -1.21892], [0.57527, -1.70487, 0.47151]], "forces_ev_per_angstrom": [[-0.0131, -1.3285, 0.9412], [1.9529, 0.0914, -0.9269], [-2.6266, 0.7580, -0.5413], [1.4360, 0.3266, -0.4188], [2.0525, -0.6519, -0.3674], [0.8938, -0.4289, -2.2010], [0.2048, 0.0567, 2.0141], [-3.4554, 0.6180, -0.5665], [-0.2240, 0.3687, 0.6597], [0.2042, -0.4514, 0.3219], [0.0944, 0.2480, 0.1823], [-0.5195, 0.3933, 0.9027]], "mulliken_charge": [0.40, -0.40, 0.05, -0.49, -0.40, 0.02, -0.53, 1.96, 0.39, 0.38, 0.29, 0.34]}